[1]
Here is a 3-piece molecular cluster, C23H38Br2F6N6O7PS overall in a non-equilibrium geometry from the Open Molecules 2025 dataset. Energies are from ωB97M-V with the def2-TZVPD basis set.

Structure (XYZ):
```
84
C23H38Br2F6N6O7PS | the Open Molecules 2025 dataset | ωB97M-V with the def2-TZVPD basis set
C -1.16291 0.76994 -4.27534
C -0.16281 0.59092 -3.42679
N 0.11606 -0.75585 -2.93489
C 1.59632 -1.00858 -2.87907
C 2.17252 -1.72523 -4.10945
C 3.58145 -1.17984 -4.36077
Br 1.09935 -1.54308 -5.72212
C -0.33603 -0.90477 -1.61795
N 0.17316 -0.04047 -0.62442
P -0.80739 1.30195 -0.22530
N -0.20021 2.59152 -0.81848
O -2.24167 1.03136 -0.85357
O -0.92951 1.38104 1.37679
N -1.16481 -1.86943 -1.39444
Br -1.76127 -2.18452 0.34501
C -1.70051 -2.77849 -2.42668
C -3.10607 -2.31812 -2.89674
C -4.19275 -3.18866 -2.23046
C -5.50143 -2.47065 -1.90803
C -6.11807 -1.77283 -3.13621
C -7.58310 -1.45003 -2.86802
C -8.32717 -0.84226 -4.04787
S -8.03348 0.92096 -4.35505
C -6.36042 0.94952 -4.88038
N -5.78064 0.50986 -5.91781
N -4.42543 0.81194 -5.75450
C -4.31524 1.40715 -4.64910
O -5.50411 1.54806 -4.00532
H -1.15947 1.61289 -4.95028
H -1.94975 0.02926 -4.31972
H 0.42930 1.44109 -3.10570
H 1.75558 -1.68792 -2.03629
H 2.12600 -0.09322 -2.62321
H 2.27244 -2.78736 -3.92980
H 3.97931 -1.58485 -5.28435
H 3.56503 -0.09653 -4.38466
H 4.19572 -1.52638 -3.53005
H 0.48687 -0.54743 0.20350
H 0.02216 3.27692 -0.10771
H -2.69055 1.88795 -0.89038
H -1.47344 2.16032 1.55626
H -1.02282 -2.87284 -3.26630
H -1.76126 -3.75935 -1.96816
H -3.22213 -1.25200 -2.70655
H -3.10640 -2.48937 -3.96870
H -3.81176 -3.59066 -1.29288
H -4.39736 -4.04073 -2.87739
H -5.32903 -1.70459 -1.15186
H -6.21811 -3.21449 -1.56326
H -6.00647 -2.43408 -3.99742
H -5.49832 -0.89675 -3.33001
H -8.06677 -2.40671 -2.65674
H -7.66026 -0.86264 -1.95284
H -8.16398 -1.45579 -4.93109
H -9.39223 -0.89813 -3.83457
H -3.45570 1.79751 -4.13976
C 1.19448 2.90953 4.80284
C 1.56930 2.49540 3.39572
O 2.78662 3.13452 2.97488
C 3.91282 2.55948 3.37378
O 4.00178 1.57239 4.04214
C 5.11973 3.32384 2.80920
F 4.96292 4.64273 2.93255
F 5.26901 3.04451 1.50636
F 6.23553 2.97666 3.43758
H 1.13635 3.99558 4.87720
H 0.23063 2.48414 5.08157
H 1.94055 2.57429 5.52230
H 0.80423 2.81988 2.69516
H 1.65823 1.41276 3.30700
C 6.30594 -0.63953 5.72948
C 5.97469 0.52724 6.63352
O 6.25137 0.20676 8.00956
C 7.51352 0.34367 8.39586
O 8.42652 0.70002 7.71399
C 7.63645 0.01389 9.89144
F 6.95228 -1.09173 10.20697
F 7.15016 1.02107 10.62894
F 8.90413 -0.17521 10.23635
H 5.78090 -1.53743 6.05845
H 6.01683 -0.41482 4.70362
H 7.37289 -0.86092 5.74994
H 4.91082 0.74809 6.58391
H 6.51088 1.42763 6.33654
```

Computed properties:
Total charge: +1
LUMO in eV: -4.382
HOMO-LUMO gap in Ha: 0.261
Spin multiplicity: 1
M in g/mol: 847.43
DFT total energy in eV: -224246.775

[2]
Here is a 2-piece molecular cluster, C24H24BF9N2O overall in a non-equilibrium geometry from the Open Molecules 2025 dataset. Energies are from ωB97M-V with the def2-TZVPD basis set.

Structure (XYZ):
```
61
C24H24BF9N2O | the Open Molecules 2025 dataset | ωB97M-V with the def2-TZVPD basis set
C -5.18102 -1.13620 -1.35045
C -3.97915 -1.89968 -1.03365
C -3.76218 -2.94955 -0.12036
C -2.42920 -2.91231 0.23833
C -1.75377 -1.74003 -0.54849
B -1.10609 -4.36258 -3.53950
F -0.89945 -4.98183 -2.26672
F -1.72292 -3.12896 -3.71631
F -2.11095 0.53006 0.17630
O -2.83880 -1.33263 -1.43927
H -6.06558 -1.78466 -1.24089
H -5.30104 -0.25430 -0.64807
H -5.13097 -0.74114 -2.40021
H -4.56551 -3.51742 0.42373
H -1.80061 -3.73822 0.63873
C 1.50052 -0.23511 5.64951
N 1.78273 -1.23239 4.64048
C 2.68996 -2.28033 4.99320
C 4.08424 -1.88955 4.58496
F 5.03245 -2.81919 4.89567
F 4.15337 -1.66130 3.22717
F 4.43867 -0.70412 5.19269
C 1.14682 -1.22002 3.44185
C 1.19989 -2.27850 2.47023
C 0.48225 -2.15656 1.26040
C -0.26033 -0.95074 1.02201
C -1.11787 -0.55545 -0.15499
C -0.31380 0.06967 -1.33701
C -0.96842 0.50975 -2.49260
C -0.46906 1.58088 -3.23751
C 0.76692 2.20696 -2.94916
N 1.18217 3.37313 -3.54028
C 2.52219 3.90078 -3.40360
C 0.25156 4.24706 -4.23928
C -0.49336 5.10984 -3.25414
F -1.37482 5.97793 -3.83162
F -1.19712 4.33194 -2.36214
F 0.39739 5.84731 -2.50343
C 1.54358 1.54315 -1.97065
C 1.03853 0.48589 -1.21137
C -0.16350 0.09580 1.89198
C 0.45889 -0.01941 3.11364
H 0.42267 -0.02453 5.70726
H 1.82687 -0.64723 6.60448
H 2.02927 0.70919 5.44776
H 2.68236 -2.37050 6.07127
H 2.44599 -3.21235 4.49659
H 1.78147 -3.16990 2.75959
H 0.57115 -3.02603 0.57112
H -1.20341 -2.36203 -1.28498
H -1.99900 0.22935 -2.70214
H -1.02157 1.93452 -4.09586
H 3.25731 3.11177 -3.57719
H 2.66709 4.68318 -4.14752
H 2.69216 4.31822 -2.40462
H 0.82505 4.92408 -4.87727
H -0.48806 3.67442 -4.80404
H 2.55717 1.88917 -1.80420
H 1.62361 0.16221 -0.34126
H -0.69728 0.98166 1.55931
H 0.36052 0.86685 3.75251
```

Computed properties:
Total charge: 0
LUMO in eV: -2.021
HOMO-LUMO gap in Ha: 0.111
Spin multiplicity: 1
M in g/mol: 538.26
DFT total energy in eV: -55434.618

[3]
Here is a 2-piece molecular cluster, C4H15N2O overall in a non-equilibrium geometry from the Open Molecules 2025 dataset. Energies are from ωB97M-V with the def2-TZVPD basis set.

Structure (XYZ):
```
22
C4H15N2O | the Open Molecules 2025 dataset | ωB97M-V with the def2-TZVPD basis set
C 2.18754 0.14061 -0.52770
C 0.89137 -0.43503 -1.21668
C -0.11686 0.71577 -1.25709
C -2.20177 1.22859 0.06594
N -0.87309 0.56196 0.09982
N 1.90740 0.58658 0.84077
H 2.33527 0.92531 -1.27593
H 2.98506 -0.60023 -0.46604
H 1.04370 -0.67979 -2.26627
H 0.59536 -1.38299 -0.78149
H -0.78547 0.37349 -2.06513
H 0.24029 1.74172 -1.33833
H -2.75813 1.07561 0.94706
H -2.79257 1.10104 -0.83859
H -1.91254 2.28534 0.14113
H -0.97786 -0.41874 0.41385
H -0.14243 0.91373 0.78942
H 2.32146 0.01780 1.57613
H 2.33759 1.48122 1.03780
H -0.83151 -3.14840 1.52773
H -2.14903 -2.62965 0.98549
O -1.40997 -2.37673 1.55099
```

Computed properties:
Total charge: +1
LUMO in eV: -2.726
HOMO-LUMO gap in Ha: 0.404
Spin multiplicity: 1
M in g/mol: 107.18
DFT total energy in eV: -9412.259

[4]
Here is a 2-piece molecular cluster, C4H11NO2 overall from the Open Molecules 2025 dataset. Energies are from ωB97M-V with the def2-TZVPD basis set.

Structure (XYZ):
```
18
C4H11NO2 | the Open Molecules 2025 dataset | ωB97M-V with the def2-TZVPD basis set
C 1.60263 0.98858 0.97507
N 0.16327 1.09290 0.94021
C -0.39179 1.24123 2.26996
C -0.42070 -0.03931 0.20901
C -0.74086 0.41433 -1.19302
O -0.44398 -0.22262 -2.17579
H 1.95535 0.04701 1.43785
H 2.04810 1.06355 -0.00977
H 2.04737 1.78729 1.57480
H 0.09625 2.06193 2.78698
H -0.28194 0.34667 2.88512
H -1.44922 1.50750 2.19865
H -1.34901 -0.39585 0.65703
H 0.23844 -0.90294 0.19222
H -1.27297 1.37787 -1.30460
O 0.11156 -3.03677 -1.23834
H -0.83509 -3.16574 -1.40805
H 0.34181 -2.29452 -1.81085
```

Computed properties:
Total charge: 0
LUMO in eV: 0.877
HOMO-LUMO gap in Ha: 0.364
Spin multiplicity: 1
M in g/mol: 105.14
DFT total energy in eV: -9910.578